No. 1
Molecular formula: C18H86FNO36PS
Method: DFT, ωB97M-V/def2-TZVPD

The HOMO-LUMO gap is 7.47 eV. The highest occupied orbital energy is -5.863 eV. As for the total charge: -1.

CARTESIAN COORDINATES (ANGSTROEM)
H (-5.961, -2.242, -3.415)
C (-5.635, 0.164, 0.530)
H (1.709, -1.770, -3.404)
O (1.655, 3.043, 4.041)
H (-0.770, -0.364, -3.262)
H (-5.027, -1.508, -5.587)
H (-5.967, 0.019, -0.489)
O (6.355, 2.933, 0.337)
H (1.977, 5.184, 0.543)
O (-0.875, -2.533, 6.117)
H (5.328, 5.919, 4.273)
H (-4.283, -3.692, -7.497)
H (2.058, 6.088, 6.617)
C (-1.353, 5.006, -0.688)
H (7.696, 5.921, -0.670)
H (-4.872, -0.540, 0.834)
C (-2.180, -4.156, -2.562)
H (0.261, -0.372, -1.856)
H (0.792, -2.378, -0.445)
H (1.871, -5.459, 2.404)
H (0.342, 1.905, -1.983)
C (-0.674, 6.269, -0.145)
H (3.424, -3.903, -0.368)
O (2.634, 5.172, 3.494)
H (6.399, 3.830, -0.010)
H (0.231, 6.503, -0.690)
H (-2.001, -3.326, -6.046)
H (-2.492, -1.417, 4.013)
H (-3.136, 3.102, -1.445)
C (-0.311, 2.834, -0.205)
H (-5.259, 5.421, 1.722)
H (-4.062, -2.218, -7.798)
O (0.570, 0.813, 0.566)
H (2.815, -5.160, -3.748)
O (0.263, -4.965, -4.802)
H (-1.369, -0.434, 3.689)
H (3.516, -5.421, -0.299)
H (-7.351, -2.003, -3.990)
O (6.036, 5.308, 4.042)
H (-4.495, -3.779, -9.735)
O (2.261, 6.775, 5.977)
H (4.862, -1.928, -1.417)
H (-3.179, -3.807, -2.764)
H (0.788, 3.450, 3.882)
H (-3.250, -8.051, -2.291)
H (-0.070, -2.007, 6.015)
H (-4.627, -3.750, 1.398)
H (-4.826, -0.043, -5.944)
H (4.814, 1.179, 3.914)
H (4.084, -0.290, 7.366)
H (-0.280, -4.356, -4.288)
H (-2.480, 2.542, 1.323)
H (-4.568, 6.675, 1.196)
H (-2.425, -7.786, -3.538)
H (-1.255, -5.360, -1.041)
H (4.707, -0.209, 3.305)
H (-1.300, -2.483, 5.252)
H (1.308, -2.855, 1.782)
O (-1.193, -3.107, -2.540)
O (3.034, -4.673, 0.064)
F (-1.527, 7.359, -0.351)
H (1.148, -0.449, 7.645)
H (-0.921, 4.836, -1.670)
O (-4.025, 1.670, -0.239)
C (-0.005, 1.833, 0.912)
O (-1.278, -2.271, -0.130)
H (-4.003, -3.212, 0.118)
H (-1.078, 2.842, -2.263)
H (6.798, 6.978, -1.288)
O (-3.048, -1.583, -1.652)
H (-1.979, 0.601, -0.664)
O (-4.516, -2.942, 0.888)
C (-1.497, 0.857, -1.593)
H (1.743, 2.675, -0.635)
O (-4.645, 5.728, 1.045)
H (-6.442, 0.123, 1.236)
H (0.650, -5.553, -4.136)
C (2.713, 3.421, 1.540)
H (-4.374, 3.702, -0.425)
C (0.261, -2.961, 1.562)
H (1.843, -1.790, 7.822)
C (-5.020, 1.531, 0.606)
H (0.806, 4.367, 1.512)
H (-2.373, 5.320, -0.882)
H (3.067, -6.664, -3.743)
O (5.313, 0.366, 3.787)
O (4.735, -2.401, -2.247)
H (-0.527, 6.195, 0.922)
O (-5.416, -4.046, -9.623)
H (-2.278, 1.076, -2.310)
C (-3.552, 3.001, -0.457)
H (-5.576, -4.687, -10.323)
O (-2.812, -7.344, -2.776)
S (2.771, 3.780, 3.261)
C (1.623, 4.198, 0.822)
O (1.866, -2.570, -2.891)
O (-5.395, 2.353, 1.396)
O (1.512, -4.982, 3.163)
P (-1.619, -1.867, -1.607)
H (1.095, 4.125, -1.314)
H (6.114, 6.726, 1.276)
H (2.311, 0.429, 0.076)
O (2.509, -5.986, -3.351)
C (-2.536, 3.381, 0.647)
H (5.573, 4.502, 3.773)
H (-2.613, -4.395, -0.463)
H (2.907, -5.024, 4.600)
O (1.581, -1.151, 7.150)
O (-0.258, 2.121, 2.098)
H (0.006, -3.915, -0.327)
H (3.788, 0.492, 0.511)
C (-0.624, 2.152, -1.563)
H (-0.251, -2.107, 1.989)
O (-2.534, -3.019, -5.307)
O (-4.383, -0.896, -5.968)
O (3.989, 3.248, 3.739)
H (-3.009, 4.182, 1.212)
H (4.066, -4.446, 5.403)
O (-6.500, -2.400, -4.200)
O (-3.612, -3.072, -7.802)
H (-2.895, -5.833, -1.400)
H (6.671, 6.690, 2.693)
H (2.581, 2.357, 1.390)
O (6.704, 7.200, 1.870)
H (4.904, -1.517, 7.012)
C (1.077, 3.507, -0.424)
H (-3.009, -2.257, -5.661)
H (-1.908, -4.837, -3.350)
O (4.424, -1.111, 7.739)
H (3.816, -2.212, -2.480)
O (6.788, 6.078, -0.948)
H (1.005, -3.012, -2.871)
O (3.228, 0.254, -0.235)
H (7.250, 2.742, 0.633)
N (-1.257, 3.878, 0.193)
C (-2.235, -4.978, -1.296)
C (0.010, -2.914, 0.083)
H (0.999, -5.640, 3.646)
O (3.324, -5.054, 5.473)
H (-0.158, -3.840, 2.008)
H (2.659, 6.297, 5.236)
C (-0.777, -0.358, -2.180)
O (-1.709, -1.313, 3.461)
H (3.679, 3.727, 1.159)

No. 2
Molecular formula: H26O13
Method: DFT, ωB97M-V/def2-TZVPD

The HOMO-LUMO gap is 9.31 eV. The highest occupied orbital energy is -9.596 eV. The energy above the lowest of the compared OMol25 structures with the same formula, charge and spin is 1.743 eV.

CARTESIAN COORDINATES (ANGSTROEM)
H (-1.972, 0.632, 4.718)
H (2.237, 0.287, -0.234)
H (1.380, 0.369, 2.914)
H (-0.795, -2.532, 0.225)
O (2.015, -2.487, 1.546)
H (0.546, -0.253, -3.404)
H (-0.042, 1.571, -2.987)
O (0.981, 3.508, -0.736)
H (1.524, 4.220, -1.122)
H (0.793, -2.344, -2.266)
O (0.653, -0.275, 2.758)
O (-2.045, -0.741, 0.701)
O (-2.483, 0.054, -1.857)
O (-0.385, -3.326, 0.566)
H (1.929, -3.149, 2.257)
O (-1.822, 0.798, 3.811)
H (-0.926, 0.483, 3.667)
H (-1.130, 2.545, 1.649)
H (1.361, 3.360, 0.113)
O (3.145, 0.105, -0.406)
H (-2.181, -0.216, -0.974)
O (-1.366, 2.171, 0.779)
O (0.158, -1.599, -2.170)
H (-0.632, -3.381, 1.490)
H (3.251, -0.568, -1.114)
H (1.069, -1.151, 2.785)
H (-0.633, 1.602, 0.551)
O (-0.620, 2.024, -2.354)
O (0.842, 0.522, -3.876)
H (0.469, 0.477, -4.745)
H (-0.732, -1.957, -2.083)
H (-0.065, 2.402, -1.626)
H (0.419, -0.130, -0.612)
H (1.262, -2.644, 0.972)
H (-2.316, -0.479, 1.585)
H (0.330, 0.122, 0.967)
O (0.620, 0.456, 0.082)
H (-2.054, 0.914, -2.017)
H (-2.775, -1.375, 0.449)

No. 3
Molecular formula: C32H27AuN5O2S3
Method: DFT, ωB97M-V/def2-TZVPD

The HOMO-LUMO gap is 5.38 eV. The highest occupied orbital energy is -10.028 eV. As for the total charge: +1. The energy above the lowest of the compared OMol25 structures with the same formula, charge and spin is 1.432 eV.

CARTESIAN COORDINATES (ANGSTROEM)
H (-2.852, 6.166, 0.178)
N (0.796, 2.242, -0.059)
C (3.022, 1.485, -0.335)
C (-2.990, -0.500, 0.334)
H (2.859, 3.614, -0.220)
H (-2.483, -2.944, -2.155)
C (2.389, -2.889, -6.073)
O (3.520, -0.869, -0.516)
C (-2.359, -0.400, 2.704)
C (-2.618, -0.391, 4.094)
O (1.131, 0.061, -0.668)
H (1.390, -0.599, 1.549)
C (-0.249, -0.309, 4.523)
C (0.651, -3.605, -4.574)
H (-5.090, -0.307, 2.992)
N (-0.499, 1.997, -0.020)
S (-3.074, 2.488, 0.205)
C (-4.756, -0.381, 1.969)
H (2.540, -0.840, -0.623)
H (-3.555, 4.341, 1.651)
C (-0.052, -0.384, 3.115)
C (2.136, -0.262, 4.844)
C (3.922, 0.395, -0.317)
H (-6.740, -0.344, 1.189)
C (-1.582, -0.320, 4.981)
H (1.444, -2.728, -1.514)
H (5.271, 3.981, 0.153)
H (-3.622, -0.683, -1.698)
C (-3.640, 4.190, 0.574)
N (-1.107, -0.387, 2.287)
C (2.328, -0.396, 3.458)
H (2.888, -1.629, -2.979)
H (5.922, -0.249, 0.004)
N (0.742, -2.855, -2.233)
C (-5.288, -0.532, -0.366)
C (5.746, 1.890, 0.139)
H (2.995, -0.195, 5.491)
C (-1.389, 2.914, 0.073)
H (0.772, -4.178, -6.624)
C (0.873, -0.240, 5.370)
H (-0.217, -4.219, -4.387)
H (-3.017, 5.141, -1.268)
C (5.274, 0.611, -0.048)
H (-3.634, -0.433, 4.447)
S (-1.030, 4.632, -0.037)
H (-1.765, -0.279, 6.045)
C (-3.933, -0.588, -0.667)
C (4.884, 2.980, 0.042)
C (2.984, -2.172, -5.047)
H (-1.478, -2.802, -3.568)
C (2.419, -2.170, -3.786)
H (0.715, -0.180, 6.437)
C (1.581, 1.237, -0.403)
C (-3.392, -0.431, 1.675)
C (1.241, -2.875, -3.548)
C (1.258, -0.463, 2.610)
C (3.539, 2.778, -0.180)
C (-0.503, -2.885, -1.770)
H (2.840, -2.907, -7.053)
S (-0.711, -2.888, -0.080)
H (3.330, -0.455, 3.060)
H (3.891, -1.617, -5.227)
H (-6.017, -0.580, -1.162)
C (1.229, -3.605, -5.832)
C (-2.775, 5.151, -0.205)
H (6.788, 2.042, 0.372)
C (-5.690, -0.409, 0.953)
H (-4.685, 4.261, 0.276)
N (-1.567, -2.927, -2.571)
Au (-0.955, -0.296, 0.018)

No. 4
Molecular formula: C22H24N2O3
Method: DFT, ωB97M-V/def2-TZVPD

The HOMO-LUMO gap is 9.34 eV. The highest occupied orbital energy is -8.724 eV. The SMILES is Cc1noc(C)c1COc1ccc(CC(=O)NCCc2ccccc2)cc1. The energy above the lowest of the compared OMol25 structures with the same formula, charge and spin is 2.888 eV.

CARTESIAN COORDINATES (ANGSTROEM)
H (-0.067, -0.139, 4.975)
H (-2.600, 1.774, -1.525)
C (1.245, -3.163, 0.220)
C (-0.522, 1.674, -2.034)
N (3.238, -3.771, -0.498)
H (-2.605, -0.530, 1.564)
H (-0.544, 4.220, 3.273)
O (2.523, -3.368, 0.580)
H (0.317, -1.619, 1.344)
C (0.486, 3.810, 1.435)
H (1.512, 1.215, -2.509)
O (-0.235, 5.155, -0.896)
C (-1.362, -0.487, 3.306)
C (1.112, -3.429, -1.117)
H (0.541, -3.140, 2.210)
H (2.698, -3.423, -3.590)
C (-1.895, -0.236, -1.504)
C (0.282, -2.705, 1.248)
C (-1.748, 1.124, -1.666)
H (2.332, -5.105, -3.200)
C (-0.125, 3.948, -0.926)
C (-0.816, -1.095, -1.716)
H (1.368, 3.352, 1.891)
H (-0.634, -4.324, -1.952)
H (-1.260, 3.581, -2.676)
C (-0.108, -3.362, -1.979)
N (0.267, 3.215, 0.138)
C (0.549, 0.813, -2.226)
C (-0.966, 2.204, 2.702)
H (-2.265, 1.846, 1.040)
H (0.287, 2.235, 4.435)
H (-1.603, 4.068, 1.861)
H (0.477, 3.372, -2.868)
C (-1.972, 0.073, 2.197)
H (1.271, -1.188, -2.242)
H (-2.847, -0.665, -1.232)
H (0.245, 2.209, 0.077)
H (-0.726, -2.992, 0.965)
C (2.878, -4.222, -2.871)
C (2.425, -3.815, -1.519)
C (-0.347, 1.628, 3.804)
H (3.940, -4.445, -2.843)
C (-0.546, 0.293, 4.108)
C (-0.369, 3.153, -2.212)
H (0.673, 4.872, 1.264)
H (0.188, -3.163, -3.019)
H (-1.525, -1.527, 3.548)
C (-1.776, 1.410, 1.899)
O (-1.075, -2.425, -1.554)
C (-0.730, 3.648, 2.363)
C (0.413, -0.556, -2.076)

| no. | largest force on an atom (eV/Å) |
| --- | --- |
| 1 | 3.03 |
| 2 | 2.91 |
| 3 | 3.24 |
| 4 | 1.23 |